Entry from OMol25: a molecular structure, C76H184N9O21 at a distorted geometry (ωB97M-V/def2-TZVPD).

Structure (XYZ):
```
290
Properties=species:S:1:pos:R:3:forces:R:3
C -4.1357 -3.8320 -3.8333 0.664 0.322 -0.918
C -5.3289 -3.1977 -3.1549 -0.136 1.453 0.958
N -5.6270 -1.6872 -3.4772 0.598 0.243 -0.536
C -6.0393 -1.5902 -4.9743 0.220 1.447 1.374
C -6.8653 -1.2175 -2.5814 0.592 -0.318 -0.303
C -6.7489 -1.3001 -1.0389 0.862 -0.939 -0.840
C -4.3582 -0.7465 -3.2538 -1.569 -1.559 0.933
C -4.5548 0.7492 -3.0328 -0.429 -0.638 -0.314
O -5.0516 1.3624 -4.1847 1.089 -0.437 -0.939
C -4.8765 2.7654 -4.1333 -1.185 1.140 0.653
H -4.1529 -3.8106 -4.9230 -0.338 -0.177 -0.041
H -3.9078 -4.8510 -3.5206 -0.847 -0.139 0.106
H -3.1896 -3.3538 -3.5799 -0.144 0.582 0.293
H -5.1141 -3.2200 -2.0865 -0.232 0.059 0.179
H -6.3297 -3.5966 -3.3205 0.398 -0.708 -0.226
H -5.1804 -1.6859 -5.6385 0.013 -0.659 0.334
H -6.2780 -0.5302 -5.0616 -0.528 -0.104 -0.285
H -6.8817 -2.2414 -5.2077 0.235 0.012 0.121
H -7.6405 -1.8974 -2.9347 -0.248 0.422 -0.059
H -7.0395 -0.1775 -2.8574 -0.126 -0.255 -0.438
H -6.8105 -2.3369 -0.7084 0.324 -0.022 0.043
H -7.5625 -0.8165 -0.4983 -0.062 0.428 -0.530
H -5.7795 -0.8966 -0.7462 -0.075 0.010 0.374
H -3.6460 -0.9256 -4.0593 -0.356 0.037 -0.181
H -3.9618 -1.2239 -2.3576 0.341 0.377 0.262
H -3.5426 0.9883 -2.7065 0.401 0.831 -0.377
H -5.2041 1.0984 -2.2299 -0.146 -0.661 0.650
H -3.8623 3.1406 -3.9961 0.187 -0.340 -0.132
H -5.5037 3.0960 -3.3054 0.215 0.342 0.660
H -5.3616 3.3091 -4.9440 0.369 -0.684 -0.598
C 4.0795 -6.9303 2.1713 -0.919 -0.079 0.909
C 3.4320 -7.2549 3.6455 0.868 1.147 -1.447
N 2.4945 -6.1000 4.1656 -1.917 -1.290 -0.141
C 1.9503 -6.4693 5.5685 1.766 0.633 -0.046
C 3.1718 -4.6812 4.2372 -1.294 -1.465 -1.385
C 4.4663 -4.6963 4.9539 0.950 0.075 0.784
C 1.2604 -6.1178 3.1783 0.449 1.589 -0.011
C 0.0319 -5.3022 3.6693 0.446 0.851 -0.597
O 0.4135 -3.8690 3.7948 -0.842 -0.752 -0.108
C -0.6615 -2.8912 3.9446 0.315 -0.830 0.634
H 4.6805 -6.0214 2.1988 -0.009 -0.127 0.142
H 3.3927 -6.7983 1.3353 -0.817 0.540 0.633
H 4.6574 -7.7085 1.6728 0.502 -0.517 1.228
H 4.2251 -7.3565 4.3862 -0.035 0.049 -0.173
H 2.8590 -8.1812 3.6871 -0.176 0.234 -0.180
H 1.3664 -5.6622 6.0109 -0.471 -0.077 -0.697
H 2.8335 -6.4332 6.2062 0.133 -0.549 -0.001
H 1.4797 -7.4491 5.6495 -0.014 0.193 -0.437
H 2.4365 -4.0325 4.7133 0.019 -0.215 -0.206
H 3.1918 -4.4827 3.1657 0.485 0.656 0.025
H 4.3105 -4.5359 6.0207 0.078 -0.248 0.124
H 5.1307 -3.8884 4.6473 -0.197 0.092 -0.335
H 5.0496 -5.6077 4.8221 -0.058 0.098 -0.015
H 1.0777 -7.1295 2.8159 -0.463 -0.337 1.170
H 1.5436 -5.7078 2.2089 0.715 0.796 0.294
H -0.4201 -5.7337 4.5624 0.095 0.384 0.261
H -0.7250 -5.3290 2.8855 -0.039 -0.322 -0.118
H -0.2674 -1.9131 3.6689 0.141 -0.189 -0.173
H -0.9600 -2.8429 4.9918 0.043 -0.007 0.220
H -1.5928 -3.0556 3.4025 0.226 -0.465 -0.512
C -0.0663 -2.7783 0.3706 0.086 1.423 1.396
C 0.7208 -1.4696 0.7602 1.003 -1.038 -2.823
N 0.4227 -0.2365 -0.1226 -2.045 0.123 -0.388
C 1.4557 0.8852 0.1470 -2.339 -1.480 0.493
C 0.3675 -0.5186 -1.6973 0.646 -0.576 0.774
C 1.6562 -1.1122 -2.3110 0.286 -0.080 0.828
C -1.0122 0.1832 0.3057 0.342 0.670 -0.534
C -1.5239 1.5859 -0.0079 0.784 -0.207 -0.909
O -1.4344 1.9278 -1.4148 -0.874 -0.122 2.494
C -1.8864 3.2822 -1.5945 0.498 0.228 -1.558
H -0.1077 -3.0267 -0.6899 0.426 -0.004 0.143
H -1.0919 -2.7346 0.7371 -0.202 0.189 -0.206
H 0.4153 -3.5242 1.0029 0.235 -0.363 -0.485
H 1.7674 -1.5745 0.4746 0.243 -0.806 0.358
H 0.7389 -1.3159 1.8392 -0.526 0.769 -0.295
H 1.1418 1.7255 -0.4724 0.772 -0.007 -0.182
H 2.4055 0.3664 0.0172 0.119 0.882 -0.057
H 1.2104 1.1394 1.1782 0.840 0.252 0.065
H 0.1139 0.4535 -2.1202 0.102 -0.056 0.188
H -0.4366 -1.2112 -1.9461 -0.300 0.222 0.631
H 1.8490 -0.6830 -3.2942 0.154 0.167 0.205
H 1.7149 -2.1947 -2.4247 -0.911 -0.105 -0.073
H 2.5098 -1.0190 -1.6397 0.281 0.754 -0.200
H -1.0568 0.1135 1.3926 0.091 -0.330 -0.074
H -1.7327 -0.5111 -0.1265 0.355 -0.396 0.117
H -1.0455 2.3562 0.5971 0.457 0.184 -0.096
H -2.5411 1.5355 0.3806 -0.509 0.105 -0.353
H -1.3699 4.0121 -0.9712 0.495 -0.217 -0.043
H -2.9448 3.5177 -1.4825 -0.396 -0.844 0.266
H -1.6796 3.4155 -2.6564 -0.006 0.834 0.122
C -5.6773 1.8406 1.7759 0.354 -0.665 0.095
C -6.5266 0.7512 2.4794 -0.285 1.337 1.094
N -7.4519 1.3976 3.5461 -1.424 0.171 0.615
C -8.2947 0.3282 4.3277 1.460 -0.776 -1.010
C -6.5829 2.2659 4.4924 -0.566 1.392 -0.355
C -7.3379 3.0028 5.6398 -0.607 -1.487 -0.497
C -8.4658 2.3409 2.8544 0.394 -0.186 0.736
C -9.1342 1.8464 1.5767 -0.079 -1.840 0.121
O -9.7366 0.5253 1.7461 1.228 1.509 0.831
C -10.5599 0.1700 0.6679 -0.497 -1.330 -0.382
H -6.1947 2.7100 1.3701 -0.226 -0.151 0.173
H -5.0923 1.4238 0.9561 -0.296 -0.397 -0.109
H -4.9026 2.1624 2.4719 -0.109 0.255 -0.006
H -5.8649 0.1646 3.1168 -0.114 -0.603 -0.557
H -7.2086 0.1741 1.8550 0.437 -0.147 0.015
H -8.5945 -0.4373 3.6119 -0.261 0.451 -0.263
H -9.1845 0.7010 4.8351 0.461 0.442 -0.100
H -7.6196 -0.2372 4.9700 0.059 0.512 0.420
H -6.2206 3.0498 3.8273 0.270 -0.179 0.018
H -5.7253 1.6818 4.8262 -0.267 -0.233 0.091
H -8.2460 3.4745 5.2643 -0.079 -0.212 -0.027
H -6.8506 3.8236 6.1661 0.736 -0.392 -0.290
H -7.6045 2.2170 6.3465 -0.256 0.408 0.366
H -7.8643 3.2388 2.7128 -0.456 0.137 -0.585
H -9.2007 2.5848 3.6216 -0.074 -0.147 -0.199
H -8.4114 1.6655 0.7811 0.180 0.735 -0.227
H -9.8922 2.5690 1.2742 0.098 0.154 -0.019
H -11.5974 0.2475 0.9929 -0.112 0.569 -0.601
H -10.4280 -0.8870 0.4364 0.171 -0.295 0.456
H -10.2800 0.6071 -0.2905 -0.330 0.827 0.164
C 1.6063 3.2761 -4.3109 0.382 0.229 -0.586
C 2.0637 2.2164 -5.3534 -1.399 -0.046 -0.024
N 1.3770 2.3838 -6.7063 -1.466 -1.478 -0.778
C -0.1741 2.2834 -6.6661 0.612 0.239 0.502
C 1.7387 3.7367 -7.2953 -1.435 -0.418 -0.774
C 3.1577 4.0237 -7.4683 2.169 0.616 -0.179
C 1.8736 1.1414 -7.5678 -0.781 0.536 0.043
C 1.0881 0.7209 -8.8451 0.882 0.276 -1.289
O 0.8148 1.8064 -9.6957 -0.754 0.675 1.247
C 0.8822 1.6159 -11.1086 0.752 -0.098 0.573
H 1.8713 3.0842 -3.2712 0.512 -0.390 -0.185
H 0.5179 3.3097 -4.2617 -0.040 0.013 -0.330
H 1.9428 4.2869 -4.5415 0.025 -0.057 -0.038
H 1.7464 1.2547 -4.9501 -0.054 -0.207 -0.262
H 3.0752 2.0776 -5.7350 0.440 0.593 1.129
H -0.4945 1.2832 -6.3743 0.440 -0.118 0.172
H -0.6141 2.4729 -7.6452 0.468 0.292 -0.003
H -0.5471 3.0131 -5.9475 -0.150 0.189 -0.297
H 1.2483 4.5449 -6.7526 -0.311 -0.494 0.391
H 1.3081 3.7344 -8.2966 -0.317 -0.070 0.134
H 3.2001 5.0933 -7.6739 0.130 0.020 -0.293
H 3.6291 3.5126 -8.3077 -0.137 -0.029 -0.078
H 3.8414 3.9134 -6.6266 -0.284 -0.167 0.357
H 1.8171 0.2915 -6.8877 -0.012 0.083 0.131
H 2.9289 1.3034 -7.7876 -0.152 0.266 -0.146
H 0.2620 0.0157 -8.7540 -0.756 0.568 0.903
H 1.7457 0.0524 -9.4008 0.887 -0.118 0.164
H 0.7682 2.6073 -11.5469 -0.075 -0.222 -0.021
H 0.1370 0.9213 -11.4965 -0.052 0.006 0.097
H 1.8975 1.2524 -11.2669 -0.009 -0.159 -0.722
C 4.0292 0.1283 8.3865 -0.040 -0.210 -0.910
C 3.5681 -0.5642 7.0493 1.003 1.677 -0.159
N 2.3208 0.0784 6.3652 -1.210 -0.951 0.408
C 1.2040 0.2448 7.3978 -0.288 0.549 -1.130
C 2.6266 1.4712 5.7655 0.380 -0.360 -0.054
C 1.5123 2.1604 4.9851 0.684 -0.240 0.056
C 1.7756 -0.8889 5.2335 0.175 0.329 0.310
C 2.7243 -1.2308 4.0826 -0.433 0.200 -0.115
O 2.7320 -0.1619 3.1562 0.234 0.773 0.092
C 3.9462 0.1106 2.4553 -0.086 0.967 0.209
H 4.3945 1.1473 8.2587 -0.965 0.404 -0.190
H 4.9725 -0.2459 8.7843 -0.162 -1.061 -0.294
H 3.2767 -0.0092 9.1630 0.132 0.371 -0.007
H 3.4933 -1.6418 7.1956 -0.763 0.111 -0.154
H 4.2848 -0.3905 6.2466 0.511 -0.237 0.375
H 0.8916 -0.6551 7.9275 0.686 -0.160 -0.116
H 0.3408 0.5588 6.8110 -0.058 0.038 0.199
H 1.4629 1.0578 8.0760 0.122 -0.280 0.023
H 3.4944 1.3241 5.1225 -0.040 -0.005 0.021
H 2.9126 2.1616 6.5589 0.112 -0.541 0.377
H 1.9144 3.1637 4.8451 -0.249 0.204 0.045
H 0.6004 2.1899 5.5815 -0.138 0.162 -0.359
H 1.4121 1.7922 3.9641 -0.323 -0.278 0.205
H 0.8909 -0.4735 4.7510 0.031 0.629 0.516
H 1.4190 -1.7738 5.7606 0.333 -0.120 0.044
H 2.3039 -2.0380 3.4828 0.002 -0.773 0.721
H 3.6817 -1.5240 4.5133 0.414 0.080 -0.549
H 4.7706 -0.1420 3.1221 0.342 -0.326 -0.603
H 4.0036 1.1759 2.2318 -0.337 0.424 0.682
H 3.9762 -0.2633 1.4318 0.145 -1.171 0.366
C 0.5022 6.5436 2.9978 -1.104 -0.382 -0.234
C -0.8470 6.8522 3.7180 1.027 -0.708 -0.185
N -1.5195 5.6185 4.4679 1.017 2.603 1.179
C -0.5426 5.3260 5.6345 -0.431 -1.065 -1.123
C -2.8049 6.2549 5.1647 0.205 -1.132 -0.234
C -3.7056 5.2253 5.8935 0.471 1.052 -0.445
C -1.6725 4.4287 3.5137 -0.251 1.651 -0.423
C -2.7312 4.7147 2.3942 0.360 -1.999 1.133
O -2.2625 5.3824 1.2684 -0.006 0.674 0.378
C -3.3179 6.0047 0.5469 -0.780 0.676 -0.543
H 1.0299 7.4686 2.7657 -0.330 0.112 -0.058
H 0.2912 6.0333 2.0580 0.238 0.117 0.026
H 1.2425 5.9552 3.5399 -0.269 -0.098 0.236
H -1.6078 7.2128 3.0257 0.189 0.021 0.023
H -0.5959 7.6058 4.4645 -0.698 -0.131 0.268
H -0.1493 6.2170 6.1239 -0.504 0.130 -0.263
H 0.2994 4.7913 5.1949 -0.073 0.024 0.089
H -1.0509 4.6725 6.3435 0.081 0.128 0.000
H -3.3846 6.8771 4.4828 0.117 -0.575 -0.664
H -2.4333 7.0292 5.8358 0.452 -0.471 0.276
H -3.1669 4.6238 6.6257 -0.088 -0.020 -0.113
H -4.2758 4.6077 5.1995 0.179 -0.131 -0.020
H -4.4268 5.8423 6.4295 -0.079 -0.148 0.159
H -1.8570 3.5366 4.1122 -0.516 0.123 -0.049
H -0.7124 4.2761 3.0206 0.211 0.192 0.172
H -3.6382 5.0704 2.8829 -0.120 0.837 -0.288
H -3.0101 3.7049 2.0932 -0.217 -0.444 -0.216
H -3.9009 6.6795 1.1736 0.089 0.077 0.346
H -4.0427 5.3300 0.0913 0.114 -0.681 0.218
H -2.9842 6.6047 -0.2997 0.754 -0.170 0.244
C 5.8513 3.3998 0.6071 -0.057 -0.341 -0.288
C 6.2526 3.6094 -0.8854 0.274 -0.411 0.870
N 6.7427 2.2986 -1.6170 -0.934 1.135 1.120
C 7.8481 1.6984 -0.7422 -0.236 0.306 -0.468
C 5.5524 1.2896 -1.7562 0.403 0.662 -0.321
C 4.2913 1.8930 -2.4502 0.534 -0.276 0.551
C 7.2469 2.6077 -3.0375 0.200 -0.735 0.856
C 8.5340 3.4275 -3.1725 -0.127 -0.734 0.244
O 9.6134 2.6430 -2.7836 1.460 -0.142 0.898
C 10.9010 3.3317 -2.9304 -0.194 -1.072 -0.386
H 5.2460 4.2102 1.0133 0.074 0.375 -0.468
H 6.7021 3.2978 1.2808 0.173 0.032 -0.264
H 5.2105 2.5362 0.7850 -0.035 -0.190 -0.330
H 7.0944 4.3016 -0.9001 0.049 -0.181 -0.193
H 5.4471 4.0837 -1.4460 0.063 -0.411 -0.148
H 7.3375 1.3181 0.1425 0.408 -0.072 -0.095
H 8.5957 2.4591 -0.5178 -0.478 0.272 0.237
H 8.4696 0.9746 -1.2694 -0.701 -0.362 -0.197
H 5.2669 0.8536 -0.7988 0.183 0.735 0.405
H 6.0317 0.4268 -2.2188 -0.311 0.109 -0.703
H 3.4801 1.1688 -2.3748 0.156 -0.290 -0.283
H 4.4159 2.2074 -3.4865 0.160 -0.301 0.029
H 3.8779 2.7488 -1.9167 0.306 0.088 0.249
H 6.4280 3.0461 -3.6077 0.089 -0.001 0.181
H 7.4378 1.5782 -3.3405 0.190 0.221 -0.815
H 8.5255 4.3124 -2.5361 -0.290 0.540 -0.478
H 8.6660 3.6060 -4.2396 -0.425 0.786 -0.135
H 11.2039 3.2196 -3.9715 -0.139 0.605 -0.168
H 11.6802 2.7886 -2.3957 -0.456 -0.167 0.367
H 10.9009 4.3608 -2.5712 -0.319 0.020 -0.173
C 3.8632 -6.9250 -4.4001 0.067 0.770 0.258
C 2.3467 -6.5833 -4.1924 1.276 -1.334 0.298
N 1.9111 -6.1697 -2.7472 0.409 1.461 0.302
C 2.6211 -4.8134 -2.4214 -0.103 -1.302 -0.010
C 0.4006 -5.9648 -2.6868 0.885 -1.211 0.565
C -0.1569 -4.8698 -3.4874 0.218 0.508 -1.518
C 2.3430 -7.1342 -1.6251 -1.036 -1.413 -0.011
C 1.4439 -8.4140 -1.4409 1.136 -0.725 -2.633
O 1.4887 -9.1833 -2.7059 0.067 0.776 1.459
C 0.8788 -10.4627 -2.5365 -0.831 0.234 0.808
H 4.3392 -7.6372 -3.7260 -0.588 -0.203 0.098
H 4.5284 -6.0617 -4.3822 -0.277 0.371 0.221
H 4.0271 -7.3060 -5.4081 -0.508 -0.209 -0.019
H 1.8083 -7.4942 -4.4546 -0.303 0.156 0.341
H 2.0901 -5.8060 -4.9121 -0.214 0.209 0.524
H 2.5652 -4.1452 -3.2808 0.189 -0.344 -0.073
H 3.6316 -5.1187 -2.1498 0.093 0.566 -0.233
H 2.1978 -4.3296 -1.5411 -0.156 -0.390 0.090
H 0.1269 -5.7918 -1.6459 0.300 -0.262 0.171
H -0.0548 -6.8918 -3.0353 0.167 -0.175 0.227
H 0.2593 -3.8847 -3.2764 -0.587 0.125 0.559
H -1.2290 -5.0213 -3.3616 -0.085 0.864 -0.049
H 0.0632 -4.9938 -4.5477 -0.213 -0.236 -0.139
H 2.3738 -6.6746 -0.6372 -0.405 0.960 -0.316
H 3.3868 -7.4102 -1.7749 -0.225 -0.181 -0.499
H 0.3910 -8.2991 -1.1832 0.004 0.627 0.143
H 1.9026 -9.0449 -0.6796 0.178 0.165 0.268
H -0.1823 -10.3689 -2.3055 -0.598 0.368 -0.919
H 1.1145 -10.9254 -1.5781 1.284 -0.378 -0.166
H 1.0513 -11.0883 -3.4123 0.099 0.152 0.294
O -3.3341 -1.0629 1.8212 1.030 1.322 -0.744
C -3.8889 -2.2371 1.3408 -1.671 -2.217 0.465
O -3.6982 -2.6938 0.2230 2.077 1.497 -2.732
O -4.6089 -2.8205 2.1367 -1.174 0.093 2.599
H -3.7485 -0.9712 2.6823 -0.079 -0.254 0.184
O 4.7494 -2.8104 1.6176 -0.630 0.680 2.478
C 4.3517 -3.5465 0.6023 -3.339 -3.291 -3.042
O 5.1387 -3.4791 -0.3494 0.660 -0.002 -1.340
O 3.2580 -4.2366 0.5805 1.055 1.330 1.404
H 5.5100 -2.5752 1.0812 1.673 1.206 0.625
O 1.8896 4.2855 -0.2948 -1.800 -1.809 -2.683
C 2.2582 4.4607 0.9383 3.136 -1.925 4.078
O 2.6182 5.6268 1.1561 -0.062 2.159 0.802
O 2.4162 3.5143 1.6970 -0.634 -2.558 1.648
H 1.9783 5.2327 -0.1660 -0.628 3.457 -3.823
O -3.9830 6.1756 -5.6755 -0.448 -0.383 0.473
C -2.9069 5.4818 -5.2297 3.678 0.146 -1.245
O -2.5852 5.5561 -4.0278 -1.344 -0.185 1.903
O -2.1287 4.9920 -6.0772 -0.739 -0.997 -0.830
H -4.2214 6.5579 -4.8278 -0.776 0.619 0.071
```
Positions in Å, forces in eV/Å.

The value obtained for the lowest unoccupied orbital energy is -0.3156 Ha. The net charge is +5. The calculation puts the HOMO energy at -0.49595 Eh.